No. 1
Below is one molecule with the formula C2H8N3P at a distorted geometry, with properties calculated with ωB97M-V/def2-TZVPD.

- Highest occupied orbital energy: -8.51 eV
- Lowest unoccupied orbital energy: 0.35 eV
- SMILES: C/N=N/N(C)P
- HOMO-LUMO gap: 8.9 eV
- Energy relative to the best compared isomer or geometry (same formula, charge and spin): 81.5 kcal/mol

```
! RIJCOSX wB97M-V def2-TZVPD def2/J DEFGRID3
* xyz 0 1
C -2.28 1.00 -0.19
N -1.28 -0.03 -0.05
N -0.12 0.48 0.05
N 0.89 -0.29 0.03
C 0.78 -1.75 0.11
P 2.71 0.54 -0.23
H -2.69 0.91 -1.22
H -2.17 2.03 -0.01
H -3.14 0.76 0.55
H 0.08 -2.05 -0.61
H 1.76 -2.22 -0.22
H 0.35 -2.24 1.04
H 2.89 1.00 1.21
H 2.21 1.87 -0.46
*
```

No. 2
Below is one molecule with the formula C3H5FS at a distorted geometry, with properties calculated with ωB97M-V/def2-TZVPD.

- Highest occupied orbital energy: -8.77 eV
- Lowest unoccupied orbital energy: -0.32 eV
- SMILES: FCCC=S
- HOMO-LUMO gap: 8.5 eV
- Energy relative to the best compared isomer or geometry (same formula, charge and spin): 19.6 kcal/mol

```
! RIJCOSX wB97M-V def2-TZVPD def2/J DEFGRID3
* xyz 0 1
F 0.30 2.18 -0.33
C 0.46 1.35 -1.42
C 0.02 -0.02 -0.95
C 0.17 -0.37 0.52
S -0.49 -1.74 1.22
H -0.01 1.65 -2.33
H 1.49 1.31 -1.72
H 0.37 -0.77 -1.62
H -1.05 -0.04 -0.90
H 0.52 0.41 1.18
*
```

No. 3
Below is a 5-piece molecular cluster, C4H16O3S overall at a distorted geometry, with properties calculated with ωB97M-V/def2-TZVPD.

- Highest occupied orbital energy: -9.67 eV
- Lowest unoccupied orbital energy: -3.01 eV
- HOMO-LUMO gap: 6.7 eV
- Energy relative to the best compared isomer or geometry (same formula, charge and spin): 109.8 kcal/mol

```
! RIJCOSX wB97M-V def2-TZVPD def2/J DEFGRID3
* xyz 0 1
C -0.05 -0.65 3.20
C 1.21 -0.96 2.30
C 0.64 -0.77 0.89
C 1.76 -0.84 -0.20
S 1.10 -0.69 -1.86
H 0.07 -1.17 4.15
H 0.03 0.42 3.42
H -1.06 -0.84 2.86
H 1.46 -2.03 2.37
H 2.10 -0.36 2.54
H 0.22 0.23 0.75
H -0.13 -1.51 0.67
H 2.33 -1.79 -0.22
H 2.54 -0.11 0.05
H -1.01 0.11 -0.74
H -1.11 -0.44 -2.08
H -1.79 -1.38 -3.18
O -1.90 -0.51 -2.76
H -2.32 2.73 -3.39
H -2.10 1.52 -2.51
O -2.16 2.49 -2.48
H -0.57 2.65 -1.34
H 0.38 1.48 -1.31
O 0.36 2.43 -1.12
*
```

No. 4
Below is a 2-piece molecular cluster, C30H45F6OSi4 overall at a distorted geometry, with properties calculated with ωB97M-V/def2-TZVPD.

- Highest occupied orbital energy: -8.32 eV
- Lowest unoccupied orbital energy: -5.36 eV
- HOMO-LUMO gap: 3.0 eV
- Energy relative to the best compared isomer or geometry (same formula, charge and spin): 0.0 kcal/mol

```
! RIJCOSX wB97M-V def2-TZVPD def2/J DEFGRID3
* xyz 1 1
C 0.04 -1.44 2.72
Si -0.33 -1.35 4.57
C -1.18 0.11 5.36
C -1.29 -2.90 4.94
Si 1.62 1.18 3.27
Si 3.05 0.01 1.75
C 2.45 0.47 0.02
C 4.72 0.69 2.26
C 3.27 -1.90 1.83
Si 0.94 3.36 2.93
C 0.19 3.67 1.23
C -0.26 3.83 4.32
C 2.64 4.13 3.16
O 1.99 1.03 5.00
C 2.01 -0.13 5.63
C 1.55 -1.33 4.92
C 1.86 -2.64 5.65
C 3.26 -2.65 6.26
C 3.92 -1.28 6.49
C 2.91 -0.19 6.81
H -0.43 -2.34 2.31
H -0.28 -0.52 2.22
H 1.09 -1.52 2.45
H -2.19 -0.19 5.66
H -0.66 0.44 6.27
H -1.27 0.98 4.69
H -2.09 -3.01 4.20
H -0.68 -3.81 4.90
H -1.77 -2.85 5.93
H 3.24 0.16 -0.69
H 1.53 -0.05 -0.25
H 2.29 1.55 -0.09
H 5.48 0.05 1.80
H 4.85 1.72 1.91
H 4.85 0.66 3.35
H 4.11 -2.13 1.15
H 3.54 -2.27 2.83
H 2.40 -2.47 1.47
H -0.05 4.74 1.14
H 0.89 3.41 0.42
H -0.74 3.10 1.09
H -0.30 4.93 4.40
H -1.27 3.47 4.12
H 0.07 3.43 5.28
H 2.56 5.21 2.99
H 3.00 3.96 4.19
H 3.38 3.71 2.46
H 2.20 -1.39 4.02
H 1.08 -2.81 6.41
H 1.75 -3.49 4.97
H 3.20 -3.18 7.22
H 3.92 -3.27 5.63
H 4.65 -1.37 7.30
H 4.46 -1.02 5.57
H 3.39 0.77 7.01
H 2.31 -0.46 7.68
F -2.07 -3.97 -3.39
C -1.80 -2.66 -3.17
F -0.62 -2.39 -3.83
F -2.79 -1.94 -3.80
C -1.72 -2.30 -1.72
C -1.31 -1.01 -1.36
C -1.45 -0.59 -0.05
C -2.12 -1.42 0.89
C -2.56 -0.99 2.20
C -3.91 -1.34 2.58
C -4.86 -1.85 1.64
C -6.21 -1.91 1.92
C -6.66 -1.48 3.17
C -8.13 -1.45 3.40
F -8.48 -0.96 4.63
F -8.77 -0.67 2.47
F -8.68 -2.70 3.29
C -5.77 -1.10 4.17
C -4.41 -1.03 3.88
C -2.27 -2.80 0.55
C -2.10 -3.23 -0.76
H -0.90 -0.35 -2.12
H -1.07 0.39 0.24
H -2.20 -0.06 2.65
H -4.54 -2.11 0.63
H -6.92 -2.26 1.17
H -6.13 -0.83 5.17
H -3.71 -0.69 4.65
H -2.56 -3.53 1.30
H -2.28 -4.28 -1.02
*
```

No. 5
Below is C43H43CsN12O2 as an isolated structure at a distorted geometry, with properties calculated with ωB97M-V/def2-TZVPD.

- Highest occupied orbital energy: -1.88 eV
- Lowest unoccupied orbital energy: 3.83 eV
- HOMO-LUMO gap: 5.7 eV
- Energy relative to the best compared isomer or geometry (same formula, charge and spin): 18.4 kcal/mol

```
! RIJCOSX wB97M-V def2-TZVPD def2/J DEFGRID3
* xyz -2 1
Cs 0.26 -0.09 0.85
O 1.26 -1.39 5.51
C 0.70 -1.42 4.38
N 1.18 -1.73 3.19
C 2.44 -2.32 3.09
C 2.91 -3.25 4.04
C 4.06 -4.00 3.84
C 4.79 -3.85 2.67
C 4.35 -2.94 1.72
C 3.21 -2.15 1.91
N 2.78 -1.33 0.86
C 3.11 -0.07 0.75
O 2.66 0.68 -0.14
C 3.95 0.60 1.82
C 5.27 0.21 2.08
C 5.98 0.86 3.07
C 5.35 1.87 3.79
C 4.04 2.17 3.47
N 3.35 1.57 2.50
C -0.80 -1.10 4.41
C -1.43 -1.03 5.66
C -2.79 -0.80 5.73
C -3.50 -0.62 4.55
C -2.80 -0.68 3.36
N -1.49 -0.92 3.28
H 2.35 -3.37 4.95
H 4.38 -4.71 4.60
H 5.69 -4.44 2.49
H 4.88 -2.82 0.78
H 5.71 -0.59 1.51
H 7.00 0.58 3.29
H 5.85 2.40 4.59
H 3.50 2.94 4.02
H -0.81 -1.17 6.54
H -3.29 -0.76 6.69
H -4.57 -0.43 4.55
H -3.30 -0.53 2.41
C -6.41 -4.00 0.61
C -5.58 -3.21 -0.36
C -5.15 -3.74 -1.58
C -4.36 -3.04 -2.46
C -3.89 -1.72 -2.20
N -3.07 -1.01 -2.97
C -2.84 -1.39 -4.27
C -3.86 -1.48 -5.23
C -3.59 -1.69 -6.57
C -2.29 -1.84 -7.04
C -1.99 -2.05 -8.50
C -1.27 -1.78 -6.10
C -1.53 -1.58 -4.75
N -0.42 -1.55 -3.86
C -0.35 -2.11 -2.63
C 0.94 -1.92 -2.17
C 1.57 -1.22 -3.22
N 0.75 -1.00 -4.23
C -4.36 -1.19 -0.95
C -5.15 -1.91 -0.08
N -4.09 0.17 -0.59
C -5.03 1.10 -0.35
C -4.38 2.25 0.04
C -3.02 1.91 0.00
N -2.85 0.65 -0.39
H -6.84 -4.87 0.13
H -7.23 -3.41 1.02
H -5.82 -4.35 1.46
H -5.45 -4.75 -1.84
H -4.05 -3.51 -3.39
H -4.88 -1.34 -4.89
H -4.42 -1.73 -7.27
H -2.92 -2.09 -9.08
H -1.45 -2.99 -8.67
H -1.38 -1.24 -8.91
H -0.23 -1.90 -6.40
H -1.21 -2.56 -2.18
H 1.37 -2.20 -1.22
H 2.57 -0.83 -3.24
H -5.44 -1.44 0.85
H -6.07 0.86 -0.48
H -4.82 3.20 0.30
H -2.16 2.52 0.19
C 1.21 5.14 -1.69
N 0.56 4.56 -2.85
C -0.07 5.54 -3.70
C -0.12 3.36 -2.62
N -0.23 2.92 -1.43
N -0.64 2.77 -3.77
C -1.57 1.67 -3.55
C 0.27 2.54 -4.89
H 1.91 5.90 -2.02
H 1.73 4.36 -1.14
H 0.49 5.60 -1.00
H -0.85 6.10 -3.17
H -0.52 5.06 -4.57
H 0.68 6.26 -4.05
H -0.57 1.96 -1.45
H -1.10 0.78 -3.13
H -2.01 1.39 -4.50
H -2.36 1.97 -2.86
H 1.04 3.30 -4.90
H -0.29 2.58 -5.83
H 0.74 1.55 -4.81
*
```

No. 6
Below is one molecule with the formula C2H4NO3P at a distorted geometry, with properties calculated with ωB97M-V/def2-TZVPD.

- Highest occupied orbital energy: -10.17 eV
- Lowest unoccupied orbital energy: -0.82 eV
- HOMO-LUMO gap: 9.4 eV
- Energy relative to the best compared isomer or geometry (same formula, charge and spin): 54.5 kcal/mol

```
! RIJCOSX wB97M-V def2-TZVPD def2/J DEFGRID3
* xyz 0 1
C 0.60 1.77 -0.05
C 0.68 0.37 0.07
N -0.43 -0.28 0.65
O 1.01 2.79 -0.26
O -3.11 -0.11 0.39
O -1.56 1.92 -0.07
P -1.83 0.38 -0.08
H 1.05 -0.25 -0.75
H 1.55 0.22 0.74
H -0.30 -0.50 1.73
H -1.47 0.09 -1.41
*
```

No. 7
Below is C3H2Cl2F6NO4S2Se2Te2Ti as an isolated structure, with properties calculated with ωB97M-V/def2-TZVPD.

- Highest occupied orbital energy: -4.52 eV
- Lowest unoccupied orbital energy: 2.16 eV
- HOMO-LUMO gap: 6.7 eV
- Energy relative to the best compared isomer or geometry (same formula, charge and spin): 0.0 kcal/mol

```
! RIJCOSX wB97M-V def2-TZVPD def2/J DEFGRID3
* xyz -1 1
Ti -0.17 1.22 2.05
F 1.04 0.01 -2.60
C 2.18 0.06 -1.91
F 2.77 1.24 -2.16
F 2.98 -0.91 -2.35
S 1.90 -0.13 -0.10
O 1.04 1.03 0.18
O 3.20 -0.21 0.44
N 1.10 -1.47 -0.03
S -0.46 -1.52 0.12
O -1.01 -0.47 0.96
O -1.19 -1.77 -1.09
C -0.63 -3.06 1.12
F -0.19 -4.09 0.40
F 0.04 -2.99 2.24
F -1.92 -3.23 1.38
Se 1.20 0.20 3.46
Te -0.89 3.40 3.96
Te -2.65 1.55 3.14
Se 0.38 3.61 1.81
Cl -2.41 1.94 -3.70
C -1.63 1.42 -2.19
Cl -2.41 2.09 -0.77
H -0.60 1.76 -2.21
H -1.69 0.34 -2.14
*
```

No. 8
Below is C38H32BrNO2OsSSbTe as an isolated structure at a distorted geometry, with properties calculated with ωB97M-V/def2-TZVPD.

- Highest occupied orbital energy (alpha / beta): -15.21 / -15.49 eV
- Lowest unoccupied orbital energy (alpha / beta): -9.59 / -12.18 eV
- HOMO-LUMO gap (alpha / beta): 5.6 / 3.3 eV

```
! RIJCOSX wB97M-V def2-TZVPD def2/J DEFGRID3
* xyz 3 5
Os -11.45 -19.18 8.32
Br -7.21 -20.07 10.96
C -8.43 -20.72 12.19
C -7.96 -21.75 13.05
C -8.77 -22.33 13.97
C -10.06 -21.76 14.18
C -10.54 -20.80 13.30
C -9.76 -20.34 12.19
C -10.51 -19.60 11.11
O -10.34 -20.03 9.85
O -11.33 -18.77 11.37
H -6.92 -22.02 12.93
H -8.39 -23.12 14.63
H -10.69 -22.07 15.01
H -11.57 -20.41 13.34
C -10.10 -14.81 9.55
C -9.15 -15.84 9.50
C -9.55 -17.16 9.30
N -10.88 -17.41 9.16
C -11.79 -16.40 9.05
C -11.42 -15.09 9.23
H -9.84 -13.81 9.80
H -8.07 -15.58 9.58
H -8.84 -17.97 9.44
H -12.83 -16.68 8.82
H -12.20 -14.32 9.21
S -11.45 -20.39 6.38
Sb -10.90 -18.06 5.71
C -11.01 -19.09 3.70
C -12.32 -19.14 3.21
C -12.63 -19.93 2.11
C -11.64 -20.71 1.55
C -10.35 -20.75 2.14
C -10.05 -19.90 3.17
C -8.82 -18.30 5.73
C -8.12 -19.50 6.05
C -6.75 -19.56 5.76
C -6.10 -18.46 5.16
C -6.79 -17.27 4.94
C -8.20 -17.24 5.16
C -12.02 -16.32 4.73
C -11.31 -15.40 4.01
C -11.98 -14.27 3.51
C -13.35 -14.00 3.79
C -14.02 -14.95 4.58
C -13.40 -16.13 4.97
H -13.06 -18.51 3.68
H -13.70 -20.00 1.76
H -11.90 -21.32 0.65
H -9.58 -21.40 1.65
H -9.01 -19.88 3.56
H -8.64 -20.34 6.51
H -6.18 -20.48 5.92
H -5.01 -18.50 5.07
H -6.25 -16.37 4.57
H -8.77 -16.30 4.99
H -10.21 -15.48 3.74
H -11.47 -13.49 2.88
H -13.78 -13.12 3.40
H -15.08 -14.92 4.86
H -14.05 -16.90 5.35
C -15.12 -20.53 7.66
Te -13.42 -20.43 9.15
C -14.70 -18.78 9.90
C -16.08 -18.91 9.30
C -17.16 -18.18 9.82
C -18.40 -18.39 9.30
C -18.65 -19.32 8.33
C -17.61 -20.10 7.82
C -16.30 -19.83 8.23
H -15.37 -21.60 7.48
H -14.63 -20.00 6.82
H -14.25 -17.87 9.53
H -14.71 -18.75 11.01
H -17.00 -17.51 10.64
H -19.17 -17.77 9.62
H -19.62 -19.57 7.92
H -17.76 -20.84 6.98
*
```

No. 9
Below is an isolated ion of composition C11H14NOS and charge +1 at a distorted geometry, with properties calculated with ωB97M-V/def2-TZVPD.

- Highest occupied orbital energy: -12.16 eV
- Lowest unoccupied orbital energy: -3.43 eV
- HOMO-LUMO gap: 8.7 eV
- Energy relative to the best compared isomer or geometry (same formula, charge and spin): 0.0 kcal/mol

```
! RIJCOSX wB97M-V def2-TZVPD def2/J DEFGRID3
* xyz 1 1
C 3.99 -0.66 0.26
C 3.62 0.71 0.29
C 3.10 -1.62 -0.30
C 2.33 1.08 0.01
C 1.85 -1.21 -0.63
C 1.49 0.10 -0.53
C -3.08 -0.35 0.25
C -1.11 -1.21 0.91
C -0.81 0.26 0.40
C -2.67 1.98 -0.09
C 0.00 0.42 -0.84
N -2.27 0.63 0.19
O -2.48 -1.53 0.57
S -4.80 -0.44 0.02
H 5.02 -0.91 0.51
H 4.41 1.40 0.62
H 3.35 -2.69 -0.49
H 2.08 2.15 -0.34
H 1.24 -1.93 -1.13
H -0.53 -2.02 0.51
H -1.08 -1.00 2.03
H -0.41 0.71 1.34
H -3.77 2.16 0.29
H -2.45 2.10 -1.14
H -2.07 2.61 0.53
H -0.14 1.38 -1.41
H -0.20 -0.39 -1.52
H -4.62 -1.73 -0.31
*
```

No. 10
Below is a 13-piece molecular cluster, C33H50BrF3N15O2S2 overall at a distorted geometry, with properties calculated with ωB97M-V/def2-TZVPD.

- Highest occupied orbital energy: -12.20 eV
- Lowest unoccupied orbital energy: -4.80 eV
- HOMO-LUMO gap: 7.4 eV

```
! RIJCOSX wB97M-V def2-TZVPD def2/J DEFGRID3
* xyz 1 1
C -5.17 2.65 -4.12
C -4.00 3.76 -3.80
C -4.55 5.27 -3.33
N -2.66 3.62 -3.93
C -1.95 3.05 -2.74
S -2.28 3.64 -1.00
O -1.68 2.63 0.05
O -3.80 3.72 -0.61
C -1.54 5.30 -0.56
F -1.95 6.43 -1.41
F -2.05 5.62 0.83
F -0.04 5.19 -0.39
C -0.37 3.17 -3.28
C 0.24 4.65 -3.63
N 1.76 4.70 -3.75
C 0.55 2.03 -2.53
Br 2.17 1.34 -3.50
C -0.67 0.89 -2.44
N -1.93 1.51 -2.54
S -3.21 0.35 -2.38
H -4.78 1.75 -4.78
H -5.47 2.17 -3.07
H -6.15 3.10 -4.57
H -5.22 5.63 -4.25
H -5.27 5.23 -2.41
H -3.68 6.05 -3.25
H -0.48 2.69 -4.37
H -0.09 5.52 -2.92
H -0.18 4.93 -4.71
H 2.04 4.08 -4.57
H 2.21 4.40 -2.87
H 0.68 2.46 -1.43
H -0.48 -0.25 -2.28
H -3.48 -0.29 -3.61
C 2.83 0.93 0.76
C 1.96 0.06 -0.06
N 1.28 -0.63 -0.71
H 3.16 0.42 1.67
H 3.72 1.24 0.21
H 2.30 1.84 1.07
C 4.28 -2.37 3.20
C 4.69 -1.07 2.64
N 5.02 -0.05 2.20
H 5.05 -2.80 3.85
H 3.37 -2.28 3.80
H 4.08 -3.11 2.41
C -6.95 -0.04 0.21
C -6.98 0.82 -0.99
N -7.00 1.50 -1.94
H -6.70 -1.07 -0.04
H -6.21 0.31 0.94
H -7.92 -0.05 0.71
C -3.76 -0.37 -7.83
C -4.13 -0.60 -6.42
N -4.42 -0.78 -5.31
H -4.40 -0.94 -8.51
H -3.86 0.69 -8.11
H -2.72 -0.66 -8.03
C 1.83 2.53 4.60
C 2.46 1.20 4.74
N 2.95 0.16 4.85
H 1.73 2.82 3.55
H 0.83 2.55 5.04
H 2.42 3.31 5.09
C 1.61 -5.84 3.18
C 3.00 -5.51 2.82
N 4.10 -5.25 2.53
H 1.06 -6.26 2.33
H 1.57 -6.57 3.99
H 1.06 -4.95 3.51
C -8.09 1.86 -7.31
C -6.70 2.19 -7.67
N -5.60 2.45 -7.96
H -8.64 1.44 -8.16
H -8.13 1.13 -6.50
H -8.64 2.75 -6.98
C 6.11 -7.86 1.62
C 6.73 -9.18 1.76
N 7.23 -10.23 1.87
H 6.00 -7.57 0.57
H 5.11 -7.84 2.06
H 6.70 -7.08 2.11
C -3.30 2.77 3.41
C -2.82 1.61 4.18
N -2.44 0.69 4.79
H -2.98 2.72 2.36
H -4.39 2.84 3.42
H -2.91 3.71 3.82
C 8.72 -7.74 5.36
C 8.40 -6.59 4.49
N 8.16 -5.69 3.80
H 8.23 -7.64 6.34
H 8.38 -8.68 4.92
H 9.79 -7.83 5.54
C -5.99 5.61 1.63
C -6.35 5.38 3.04
N -6.64 5.20 4.15
H -6.62 5.03 0.95
H -6.08 6.66 1.35
H -4.95 5.31 1.43
C 12.69 -8.32 6.89
C 11.52 -9.17 7.14
N 10.59 -9.85 7.35
H 12.44 -7.26 6.94
H 13.49 -8.50 7.62
H 13.11 -8.51 5.89
*
```

No. 11
Below is C3HN2O3 as an isolated structure at a distorted geometry, with properties calculated with ωB97M-V/def2-TZVPD.

- Highest occupied orbital energy: -5.50 eV
- Lowest unoccupied orbital energy: 3.96 eV
- HOMO-LUMO gap: 9.5 eV
- Energy relative to the best compared isomer or geometry (same formula, charge and spin): 30.4 kcal/mol

```
! RIJCOSX wB97M-V def2-TZVPD def2/J DEFGRID3
* xyz -1 1
C 0.71 -0.71 -0.98
C 0.30 1.47 0.12
C -1.08 -0.46 1.13
N -1.72 -1.39 0.89
N 0.82 0.53 -0.56
O 1.62 -1.53 -1.07
O -0.56 0.62 1.47
O 0.25 2.64 0.29
H -0.33 -1.16 -1.30
*
```

| no. | calculated total energy (Ha) |
| --- | --- |
| 1 | -586.484870 |
| 2 | -615.305833 |
| 3 | -785.727444 |
| 4 | -3002.267422 |
| 5 | -2492.152941 |
| 6 | -700.415868 |
| 7 | -8975.772272 |
| 8 | -5242.414985 |
| 9 | -955.446886 |
| 10 | -5928.476877 |
| 11 | -450.205254 |